i) 2 unconnected molecules or ions with the total composition CH2N2O3, computed with wB97M-V/def2-TZVPD.

```
! wB97M-V def2-TZVPD RIJCOSX def2/J DEFGRID3
* xyz 0 3
C 0.350 0.208 0.019
N -1.805 1.820 2.289
N -0.752 2.048 2.765
O -2.330 1.008 1.573
O 0.606 1.118 0.731
O -0.211 2.829 3.484
H 0.049 0.206 -1.156
H 0.308 -0.732 0.494
*
```

- LUMO level (alpha / beta): 0.805 / -2.629 eV
- Highest occupied orbital energy (alpha / beta): -0.31249 / -0.37406 Eh
- Gap between HOMO and LUMO (alpha / beta): 9.3 / 7.5 eV

=====

ii) 2 unconnected molecules or ions with the total composition CH2N2O3, computed with wB97M-V/def2-TZVPD.

```
! wB97M-V def2-TZVPD RIJCOSX def2/J DEFGRID3
* xyz 0 3
C 1.048 0.160 1.065
N 2.168 0.042 0.679
N -1.249 -0.695 -0.890
O 0.129 0.569 1.716
O -1.794 0.549 -0.743
O -0.195 -0.636 -1.378
H -2.641 0.318 -0.283
H 2.534 -0.306 -0.166
*
```

- LUMO level (alpha / beta): 0.775 / -2.428 eV
- Highest occupied orbital energy (alpha / beta): -0.29802 / -0.40329 Eh
- Gap between HOMO and LUMO (alpha / beta): 8.9 / 8.5 eV

=====

Most stable structure, least stable structure: ii), i).

=====

i) A molecular structure, C19H41NOOsP2Si, computed with wB97M-V/def2-TZVPD.

```
! wB97M-V def2-TZVPD RIJCOSX def2/J DEFGRID3
* xyz 0 5
Os -0.141 0.134 -0.114
P -0.554 -0.172 -2.366
P -0.144 1.179 2.115
N 0.724 1.701 -0.535
H 0.246 -1.349 -0.794
C -1.712 1.002 -3.090
H -2.233 0.535 -3.944
H -1.130 1.858 -3.462
H -2.420 1.325 -2.311
C -1.114 -1.844 -2.825
H -1.425 -1.815 -3.874
H -1.971 -2.152 -2.214
H -0.297 -2.569 -2.724
C 1.022 0.072 -3.273
H 0.965 -0.441 -4.240
H 1.884 -0.319 -2.714
H 1.167 1.145 -3.451
C -1.147 2.694 2.319
H -0.803 3.261 3.191
H -2.195 2.405 2.429
H -1.049 3.310 1.426
C -0.602 0.233 3.597
H -0.493 0.862 4.497
H 0.038 -0.650 3.711
H -1.650 -0.082 3.509
C 1.540 1.779 2.546
H 1.577 2.159 3.578
H 1.821 2.602 1.878
H 2.282 0.977 2.448
C 1.616 2.583 -0.956
C 2.164 4.731 -1.975
C 1.207 3.828 -1.549
C 3.024 2.289 -0.866
C 3.948 3.218 -1.307
C 3.533 4.439 -1.857
H 1.845 5.667 -2.423
H 0.126 4.030 -1.621
H 3.322 1.324 -0.433
H 5.008 2.976 -1.237
H 4.277 5.162 -2.217
C -3.662 -0.146 0.656
O -2.844 0.821 0.618
C -4.207 -0.768 -0.629
H -4.373 -1.824 -0.387
H -3.452 -0.636 -1.419
H -5.125 -0.406 -0.985
C -3.764 -1.023 1.867
H -4.084 -0.486 2.752
H -2.728 -1.450 1.943
H -4.480 -1.833 1.725
C 0.653 -2.992 2.710
Si 0.895 -2.891 0.867
C 2.393 -3.931 0.449
C -0.554 -3.795 0.075
C 1.476 -1.131 0.305
H 0.744 -4.039 3.030
H -0.326 -2.640 3.047
H 1.430 -2.429 3.239
H 2.223 -4.994 0.634
H 2.672 -3.818 -0.603
H 3.253 -3.624 1.051
H -1.506 -3.257 0.109
H -0.376 -4.094 -0.965
H -0.735 -4.725 0.632
H 2.156 -0.677 1.054
H 2.066 -1.300 -0.644
*
```

- LUMO level (alpha / beta): 0.629 / -0.053 eV
- Highest occupied orbital energy (alpha / beta): -0.16707 / -0.27262 Eh
- Gap between HOMO and LUMO (alpha / beta): 5.2 / 7.4 eV

=====

ii) A molecular structure, C19H41NOOsP2Si, computed with wB97M-V/def2-TZVPD.

```
! wB97M-V def2-TZVPD RIJCOSX def2/J DEFGRID3
* xyz 0 5
Os 0.603 0.119 0.051
Si 2.809 0.478 -0.874
P -0.158 0.535 -2.222
N 0.212 -1.641 -0.256
H 2.127 0.576 0.622
C -1.951 0.621 -2.593
H -2.138 0.601 -3.676
H -2.382 1.529 -2.165
H -2.446 -0.240 -2.138
C 0.456 1.962 -3.204
H 0.148 1.867 -4.256
H 1.548 2.008 -3.166
H 0.060 2.902 -2.807
C 0.241 -0.858 -3.368
H -0.005 -0.591 -4.407
H -0.338 -1.745 -3.087
H 1.302 -1.110 -3.309
C 3.522 2.179 -0.560
H 3.233 2.629 0.392
H 3.213 2.844 -1.366
H 4.602 2.029 -0.576
H 3.517 -0.618 -0.128
H 2.803 0.189 -2.330
C 0.114 -2.926 -0.510
C -1.193 -4.974 -0.480
C -1.113 -3.617 -0.258
C 1.224 -3.663 -1.028
C 1.100 -5.020 -1.242
C -0.096 -5.692 -0.968
H -2.117 -5.492 -0.265
H -1.935 -3.014 0.122
H 2.143 -3.108 -1.213
H 1.946 -5.577 -1.619
H -0.172 -6.775 -1.133
C -1.766 2.747 0.475
O -1.550 1.515 0.157
C -2.097 3.042 1.914
H -1.428 3.822 2.312
H -1.902 2.126 2.488
H -3.149 3.317 2.127
C -1.151 3.795 -0.425
H -1.648 3.899 -1.398
H -0.129 3.447 -0.636
H -1.081 4.775 0.043
C 3.732 0.452 2.823
C 2.734 -0.700 2.720
P 0.988 -0.220 2.318
C -0.030 -1.661 2.816
C 0.030 -2.059 4.300
C 0.581 1.128 3.492
C 1.153 1.022 4.911
H 4.024 0.829 1.832
H 4.653 0.091 3.300
H 3.370 1.300 3.413
H 3.033 -1.377 1.906
H 2.713 -1.300 3.639
H -1.073 -1.443 2.529
H 0.279 -2.516 2.197
H -0.571 -1.392 4.933
H -0.376 -3.072 4.433
H 1.054 -2.079 4.693
H 0.919 2.060 3.009
H -0.517 1.180 3.541
H 2.238 0.889 4.939
H 0.929 1.946 5.459
H 0.703 0.205 5.487
*
```

- LUMO level (alpha / beta): 0.616 / -0.229 eV
- Highest occupied orbital energy (alpha / beta): -0.15516 / -0.28760 Eh
- Gap between HOMO and LUMO (alpha / beta): 4.8 / 7.6 eV

=====

Most stable structure, least stable structure: i), ii).

=====

i) 2 unconnected molecules or ions with the total composition C3H9N2O, computed with wB97M-V/def2-TZVPD.

```
! wB97M-V def2-TZVPD RIJCOSX def2/J DEFGRID3
* xyz -1 1
C 1.013 -0.696 -1.891
C -0.932 0.445 -2.081
N 0.044 -0.066 -2.727
H 0.623 -1.639 -1.511
H 1.255 -0.124 -0.934
H 1.885 -1.003 -2.483
H -1.680 0.916 -2.706
H -1.046 0.402 -0.977
N 0.380 0.358 2.934
C -0.620 0.042 1.891
O -0.257 0.333 0.613
H 1.264 0.125 2.523
H 0.404 1.365 3.089
H -0.764 -1.040 2.046
H -1.571 0.581 2.212
*
```

- LUMO level: 4.435 eV
- Highest occupied orbital energy: -0.11247 Eh
- Gap between HOMO and LUMO: 7.5 eV

=====

ii) 2 unconnected molecules or ions with the total composition C3H9N2O, computed with wB97M-V/def2-TZVPD.

```
! wB97M-V def2-TZVPD RIJCOSX def2/J DEFGRID3
* xyz -1 1
C -1.435 0.490 1.298
C -1.701 1.225 -0.862
N -2.276 0.644 0.113
H -2.023 0.052 2.109
H -1.013 1.438 1.665
H -0.584 -0.130 1.012
H -2.190 1.124 -1.830
H -0.766 1.773 -0.745
N 1.717 -1.863 -0.234
C 1.916 -0.437 -0.579
O 0.982 0.436 -0.150
H 1.504 -1.937 0.754
H 0.915 -2.217 -0.746
H 2.902 -0.186 -0.116
H 2.054 -0.412 -1.689
*
```

- LUMO level: 4.435 eV
- Highest occupied orbital energy: -0.10020 Eh
- Gap between HOMO and LUMO: 7.2 eV

=====

Most stable structure, least stable structure: i), ii).

=====

i) 2 unconnected molecules or ions with the total composition C4H8O3PS, computed with wB97M-V/def2-TZVPD.

```
! wB97M-V def2-TZVPD RIJCOSX def2/J DEFGRID3
* xyz -1 1
C 0.116 0.060 1.255
C -0.821 0.195 0.046
C 1.018 1.286 1.298
C 0.020 0.840 -1.096
O 2.909 -3.509 -1.950
O 1.746 -2.080 -0.376
O 1.539 -1.783 -2.878
P 1.283 1.974 -0.187
S 1.769 -2.649 -1.735
H -0.455 -0.123 2.243
H 0.742 -0.790 1.014
H -1.104 -0.833 -0.217
H -1.656 0.709 0.399
H 1.382 1.546 2.282
H 0.648 -3.648 -2.054
H 0.562 0.038 -1.629
H -0.578 1.406 -1.743
*
```

- LUMO level: 3.735 eV
- Highest occupied orbital energy: -0.19522 Eh
- Gap between HOMO and LUMO: 9.0 eV

=====

ii) A gas-phase ion, C4H8O3PS (charge -1), computed with wB97M-V/def2-TZVPD.

```
! wB97M-V def2-TZVPD RIJCOSX def2/J DEFGRID3
* xyz -1 1
C -1.393 -1.850 -0.573
C -0.837 -0.685 -0.844
C -0.784 0.504 0.074
C -0.835 0.117 1.551
O 0.341 1.301 -0.182
P 1.801 0.542 -0.513
O 1.911 -0.738 0.210
O 2.740 1.662 0.221
S 2.140 0.677 -2.465
H -1.392 -2.655 -1.289
H -1.859 -2.067 0.374
H -0.362 -0.508 -1.800
H -1.650 1.157 -0.155
H -0.717 1.009 2.163
H -0.012 -0.563 1.752
H -1.784 -0.357 1.792
H 2.692 2.454 -0.316
*
```

- LUMO level: 3.701 eV
- Highest occupied orbital energy: -0.15190 Eh
- Gap between HOMO and LUMO: 7.8 eV
- SMILES: C=C[C@@H](C)O[P@]([O-])(O)=S

=====

Most stable structure, least stable structure: ii), i).